No. 1
81
Properties=species:S:1:pos:R:3:forces:R:3 method="wB97M-V/def2-TZVPD" e_tot_ev=-96561.249 e_homo_ev="-10.099 / -10.107" spin_multiplicity=3 lumo_ev="-2.552 / -2.515" total_charge=+1
C -1.719 -0.488 -4.281 -0.974 0.784 -0.889
H -2.165 1.476 -3.646 0.345 -0.369 0.003
H -2.299 5.263 4.983 0.230 -0.121 -0.135
H 1.977 5.558 4.595 -0.094 -0.037 -0.032
C -0.136 3.192 3.350 0.160 0.374 0.196
C 2.702 -1.273 -1.645 0.146 -0.200 -0.556
H -2.199 -3.475 0.989 -0.051 0.001 0.168
H 0.460 -0.370 -6.433 0.049 -0.282 0.463
C -1.087 -1.415 -5.276 0.388 -0.222 -0.443
H 1.577 -3.530 0.335 -0.038 -0.137 -0.033
H 3.574 -1.427 -1.000 -0.163 0.036 -0.032
C -1.510 0.834 -4.243 -0.954 -0.219 -0.576
H 3.213 -1.039 2.780 0.056 -0.182 -0.056
H -0.002 -0.280 -2.611 0.137 0.441 0.231
H 1.420 2.169 -5.551 -0.202 0.109 0.254
Cl -0.189 7.008 5.733 0.004 0.153 0.140
H 0.999 -4.749 1.475 -0.087 0.284 -0.111
H 2.114 -0.006 4.460 -0.234 -0.056 0.151
P 1.664 -0.069 -0.814 -0.865 0.138 0.626
H -1.672 -1.366 -6.214 0.155 -0.112 0.356
H -1.928 0.017 4.425 -0.105 -0.186 0.114
H -2.267 3.137 3.615 0.256 0.231 0.097
H 0.864 -2.014 -5.982 -0.126 0.252 0.058
H -1.731 -1.429 5.435 -0.050 0.074 -0.335
H 3.559 1.381 -0.776 -0.142 0.037 -0.063
H 1.997 3.438 3.248 -0.096 0.091 0.065
C -1.893 -1.081 4.402 -0.411 0.454 0.390
C -0.651 1.619 -5.186 0.419 0.365 -0.146
C -0.949 -2.460 2.414 0.741 0.374 0.150
H -3.170 1.083 -0.496 0.015 -0.256 -0.172
H 3.190 -2.732 3.301 -0.112 0.184 -0.208
C -0.818 -1.542 3.498 0.794 -0.262 -0.832
H 2.318 1.996 -1.915 0.159 0.036 0.206
C 0.560 -1.225 3.647 -0.237 -0.828 -1.086
C -1.611 -2.267 -1.701 -0.028 -0.305 -0.500
H -1.146 -2.462 -4.942 -0.106 0.284 0.026
H -1.347 -2.228 -2.765 -0.155 -0.133 0.404
H -2.629 -2.662 -1.582 0.250 -0.053 -0.082
C 0.804 1.836 -4.697 -0.096 0.127 -0.474
H -0.228 1.272 -1.818 0.121 -0.300 0.106
C 0.358 -2.732 1.900 -0.171 0.744 0.634
C 1.192 -0.650 -4.422 1.092 0.977 -0.326
H 2.182 -2.232 -1.750 0.117 0.190 0.011
H -1.112 2.610 -5.287 0.121 -0.149 -0.038
C 0.398 -1.092 -5.604 -0.720 -0.267 -0.487
C -1.349 3.685 3.833 0.005 0.424 0.306
H -2.968 0.846 -2.245 -0.268 -0.181 0.200
H -0.114 -4.064 0.289 0.142 -0.081 0.076
H -3.073 -2.499 2.182 0.080 -0.187 -0.091
H 0.479 0.401 5.021 0.197 -0.124 0.051
C 0.721 -3.818 0.953 0.123 -0.346 -0.377
P -1.583 -0.642 -0.913 0.800 -0.103 0.799
H 3.101 -2.338 1.572 0.002 0.065 0.261
C -0.104 1.976 2.544 0.232 -1.092 -0.619
C 1.143 -0.431 4.748 0.300 0.609 0.449
C 2.770 -2.020 2.571 0.647 -0.009 -0.152
H -0.665 1.188 -6.194 -0.020 0.057 0.347
H -0.915 -2.945 -1.192 -0.211 0.267 -0.024
C 2.486 1.530 -0.942 0.113 0.513 -0.078
H -2.376 -4.054 2.655 0.061 0.216 -0.174
H 1.299 -1.040 5.656 -0.078 0.178 -0.327
C -2.207 -3.156 2.039 -0.515 -0.203 -0.155
C -3.041 0.333 -1.288 -0.322 0.489 -0.301
C -0.164 5.542 4.847 -0.039 -1.040 -0.650
H 2.373 0.868 -3.528 -0.601 -0.297 0.330
H 1.686 -1.479 -3.916 0.113 0.361 -0.056
C 1.056 5.032 4.373 -0.322 -0.244 -0.125
H 0.800 2.671 -3.978 0.153 -0.258 -0.071
C 1.069 3.854 3.622 -0.370 0.490 0.407
C 1.292 -1.953 2.655 -1.062 0.059 0.208
Tm -0.051 -0.220 1.224 0.089 -2.101 2.973
O -1.199 1.352 2.216 0.908 1.211 0.343
O 1.033 1.483 2.150 -1.295 0.942 0.247
H -3.912 -0.331 -1.286 0.105 0.114 0.035
H 2.120 2.193 -0.148 0.045 -0.167 -0.157
H 3.035 -0.909 -2.619 0.114 -0.233 0.161
C -0.049 0.201 -1.635 0.088 -0.550 -0.145
C 1.470 0.634 -4.100 0.567 -1.081 -1.125
C -1.367 4.861 4.589 0.234 -0.085 -0.105
H -2.592 -0.908 -3.772 0.381 0.259 0.190
H -2.871 -1.439 4.073 0.066 0.064 0.114

***

No. 2
84
Properties=species:S:1:pos:R:3:forces:R:3 method="wB97M-V/def2-TZVPD" e_tot_ev=-123555.716 e_homo_ev=-18.025 lumo_ev=-9.540 total_charge=+3
H -1.084 -4.086 0.221 -0.004 0.043 -0.021
N 1.115 -1.497 -1.915 0.123 -0.263 0.129
H -0.992 1.004 -4.272 0.013 0.044 -0.086
C -4.012 2.147 -1.797 -0.058 0.032 -0.017
H -2.093 1.475 0.903 0.036 0.001 0.021
H -2.632 -1.622 -2.143 -0.001 -0.005 0.022
H -3.858 -2.791 1.125 0.005 -0.047 -0.004
H 1.398 0.466 -4.492 0.029 0.023 -0.087
C 0.572 2.379 -2.608 0.035 -0.121 -0.116
H 4.758 -0.062 0.351 -0.012 0.013 -0.007
H -1.238 2.634 2.824 -0.044 -0.038 0.030
H 4.179 -2.376 1.416 0.015 -0.028 -0.041
H -0.393 2.850 -2.785 -0.074 0.052 0.004
H -4.957 2.585 -2.092 0.029 -0.016 0.010
C -2.898 -2.285 1.231 -0.110 0.149 -0.015
C -0.394 -0.075 4.789 0.013 -0.022 0.003
C 1.908 -3.724 -2.278 0.060 -0.182 -0.108
C 2.876 -0.728 1.085 -0.169 0.043 -0.008
H -0.597 -1.152 4.794 -0.008 0.025 -0.007
C 1.082 2.826 -1.279 -0.020 -0.259 0.059
C 3.229 -2.192 0.913 0.081 -0.124 -0.025
C -0.902 0.560 -3.280 0.172 0.082 0.039
H -3.515 -0.697 -0.894 -0.009 -0.065 0.018
C 1.667 -1.131 -3.089 -0.175 0.014 0.206
O 1.414 -0.578 0.683 -0.072 -0.010 0.382
H 1.964 3.939 2.252 -0.017 0.002 -0.050
H 2.367 5.494 0.327 -0.011 -0.042 -0.008
H 4.063 -0.418 2.829 -0.019 0.011 -0.016
H 3.353 -2.463 -0.137 0.000 0.043 0.093
H 3.508 -0.115 -0.884 0.006 -0.010 -0.002
H -0.968 -0.522 -3.397 -0.011 -0.080 -0.002
O -0.623 0.189 2.360 -0.170 0.176 0.245
C -1.956 1.086 -2.348 0.203 -0.047 0.196
C 1.259 -2.784 -1.521 -0.133 0.326 -0.018
C 1.736 3.646 1.235 0.052 0.097 0.072
H -4.268 2.532 0.313 0.001 -0.012 -0.046
N 0.922 1.964 -0.260 -0.054 0.116 0.356
Ti 0.193 -0.087 -0.588 0.354 -0.104 -1.011
H -3.060 0.686 4.676 0.034 0.007 -0.035
H -0.700 0.298 5.767 -0.010 0.014 -0.026
H -2.798 -0.767 3.725 0.014 0.026 0.007
H 3.532 1.202 0.319 -0.011 0.000 0.016
O -0.982 -1.358 0.022 0.173 -0.057 0.239
H -3.183 0.771 2.919 0.031 -0.007 0.042
H 2.444 -0.953 3.210 0.001 -0.032 -0.006
C 2.458 -3.341 -3.494 0.065 -0.068 -0.071
C 3.702 0.138 0.161 0.020 0.089 -0.078
H 2.758 -1.680 -4.837 -0.014 -0.031 0.040
C -3.634 2.119 -0.461 -0.148 0.062 0.005
C 3.017 -0.308 2.538 -0.056 -0.019 0.005
C -3.124 -1.675 -1.170 -0.021 0.067 -0.140
H -1.243 -3.625 -1.497 -0.040 0.003 -0.010
H 2.736 0.728 2.710 -0.026 0.032 -0.045
C 1.953 4.506 0.168 0.042 0.117 -0.004
H -1.476 2.569 4.569 0.057 -0.004 -0.004
C -3.153 1.626 -2.757 -0.163 0.070 -0.096
H -3.971 -2.353 -1.279 -0.009 0.024 -0.030
C -1.739 -3.631 -0.526 0.103 -0.114 0.036
H 2.452 0.837 -3.134 0.063 0.012 0.044
C 1.230 2.393 0.983 -0.095 -0.079 -0.217
H -3.403 1.657 -3.810 -0.021 0.004 0.024
H 2.977 -4.060 -4.117 -0.027 0.037 0.025
C -0.912 2.138 3.741 0.050 0.160 0.037
H 1.228 2.709 -3.412 0.033 0.056 -0.065
C 1.539 0.314 -3.421 -0.133 0.100 -0.008
H 0.144 2.368 3.908 -0.059 -0.032 -0.041
C 2.338 -2.020 -3.898 0.082 -0.087 -0.177
C -1.153 0.644 3.682 0.099 -0.127 -0.078
H 0.840 -3.040 -0.564 -0.075 0.008 0.076
C -2.632 0.312 3.744 -0.115 0.021 -0.016
H 1.982 -4.742 -1.918 0.017 0.045 -0.027
H 0.681 0.092 4.697 0.005 0.007 0.012
H -2.337 -2.849 1.979 0.045 -0.012 0.027
H -2.620 -4.269 -0.613 0.035 -0.024 0.013
C -2.207 -2.254 -0.117 0.041 0.200 0.075
Ge -0.032 -1.450 2.088 0.141 -0.246 -0.179
H -3.101 -1.277 1.591 0.012 -0.012 -0.016
N -1.600 1.036 -1.052 -0.358 0.224 0.136
H 1.031 1.701 1.780 0.008 -0.142 0.079
C -2.427 1.549 -0.124 0.240 -0.156 -0.112
H 1.744 4.736 -1.964 0.006 -0.020 0.052
H 2.489 -2.853 1.369 0.021 0.024 0.045
C 1.613 4.086 -1.107 0.071 0.190 -0.035
N 0.415 0.900 -2.664 -0.185 -0.146 0.288

***

No. 3
81
Properties=species:S:1:pos:R:3:forces:R:3 method="wB97M-V/def2-TZVPD" e_tot_ev=-81677.730 e_homo_ev="-6.190 / -5.298" spin_multiplicity=4 lumo_ev="-1.039 / -1.329"
N -0.089 -1.132 3.963 -0.187 -0.909 -0.168
H -0.903 -3.987 -3.981 -0.334 -0.165 0.055
C -2.383 1.362 2.618 -0.315 -0.411 0.532
H -0.676 3.453 -5.169 0.158 -0.276 -0.250
C 3.653 0.961 6.513 0.222 0.081 0.141
H -4.595 0.554 -2.690 -0.411 -0.284 -0.062
H -3.018 1.798 5.948 0.012 -0.022 -0.153
C -1.828 -0.421 -1.421 1.243 -2.440 -1.265
C 2.788 -0.215 6.113 -0.026 -0.054 0.012
O 0.347 0.548 1.355 -0.753 -0.632 -0.293
C -0.274 2.499 -5.533 0.305 0.057 -0.705
O -0.772 -1.441 1.279 0.197 0.743 -0.078
C 2.551 -1.671 0.066 0.589 -0.138 -2.419
C -0.579 -0.255 1.673 0.153 0.305 -0.821
H -0.734 3.654 -2.958 0.165 -0.541 -0.493
H 1.496 -4.153 -3.887 0.778 -0.110 0.102
H -1.228 -0.954 -4.414 0.467 -0.309 -0.017
C -1.671 0.331 5.156 0.172 -0.221 -0.479
H 2.864 1.777 -3.763 -0.256 0.090 0.149
H 0.674 -3.319 5.068 0.137 0.227 0.206
C 2.285 -2.584 6.328 0.196 0.158 -0.216
H -0.186 -1.893 3.282 0.054 0.611 0.334
H 3.846 -1.549 7.407 -0.217 -0.059 -0.114
H 0.435 2.328 -1.317 -0.161 -0.426 -0.006
C 3.035 -1.462 6.683 0.017 -0.250 0.139
H 0.211 -0.102 -2.330 -1.416 1.134 0.756
H -0.054 -2.027 -5.261 -0.245 0.412 -0.122
P 0.202 -2.277 -2.899 -2.443 -0.157 -1.972
C 1.506 1.246 4.520 -0.075 0.484 -0.136
H -2.624 1.760 1.624 0.109 -0.062 0.467
H 2.491 -3.552 6.775 0.049 0.120 -0.045
C -0.555 1.917 -1.581 0.067 0.257 0.352
C -3.701 0.164 -3.176 -0.055 0.470 0.020
H -1.342 -0.081 6.110 -0.173 0.258 -0.084
C 1.720 -3.313 -3.242 -2.022 0.270 -0.710
C -1.120 -0.201 3.985 -0.252 0.628 0.338
C -3.114 1.402 -3.878 -0.447 -0.255 -0.693
C -1.169 -3.373 -3.116 -0.833 -1.228 -0.044
H 0.611 0.170 -5.906 0.033 -0.243 0.168
H 3.631 -1.917 0.180 -0.697 0.103 0.172
C -2.969 -0.588 -2.099 -0.301 -0.123 0.085
C 0.968 -1.205 4.853 0.497 0.088 0.544
C 0.724 -0.064 -4.834 0.293 -0.294 -0.368
H 1.868 -2.520 0.325 0.368 1.406 0.631
H -1.552 -1.362 -0.872 -0.661 1.310 0.363
C -0.537 0.358 -1.576 0.479 1.343 0.453
H 1.313 1.151 3.444 -0.088 -0.117 0.178
H 0.639 1.741 4.973 0.021 0.037 -0.130
H 4.219 1.373 5.665 -0.208 -0.116 0.169
C -2.951 1.892 3.791 0.155 -0.082 -0.223
C -1.034 2.588 -2.930 3.130 -2.099 2.692
C 2.046 2.484 -3.953 0.540 -0.071 0.526
H -4.008 -0.522 -3.971 -0.231 -0.169 0.235
H -0.029 0.121 -0.634 0.226 0.134 0.036
H -1.219 2.222 -0.756 0.214 0.022 -0.214
H 2.313 3.063 -4.851 -0.448 -0.300 0.157
C 1.759 -0.067 5.176 -0.310 -0.843 0.080
C 1.271 -2.462 5.388 0.152 0.179 0.275
H 2.361 1.911 4.655 -0.092 -0.043 -0.069
H -1.088 1.918 -5.972 0.053 0.115 0.097
H -3.009 2.417 -2.049 0.575 0.335 0.041
C -2.591 1.373 5.043 -0.083 0.160 -0.194
C -0.166 -1.267 -4.475 0.128 -0.320 0.240
V 2.038 -1.681 -2.041 3.566 2.298 4.714
H -3.983 1.961 -4.234 -0.231 -0.070 -0.308
H -2.130 -2.888 -3.310 0.292 0.160 0.120
H -1.288 -4.018 -2.245 0.019 -0.043 -0.026
C -2.422 2.276 -2.962 -1.152 0.105 -0.350
H 3.068 1.784 6.950 0.073 -0.208 -0.178
C -1.509 0.290 2.738 0.478 0.291 -0.149
H -3.576 -1.456 -1.755 0.434 0.575 -0.261
H -3.647 2.731 3.712 0.188 -0.282 0.153
H 2.064 -3.541 -2.195 0.129 -0.914 -0.250
H -2.538 1.193 -4.775 0.197 -0.377 0.006
H 2.359 -0.575 0.208 -0.413 -1.182 0.809
H 1.790 -0.271 -4.644 -0.206 -0.066 0.067
H 1.993 3.184 -3.106 0.013 -0.265 -0.165
H 4.388 0.653 7.267 -0.164 0.013 -0.140
H 0.450 2.702 -6.329 -0.040 -0.087 0.048
H 2.417 -2.531 -3.628 1.021 -0.535 -1.425
P 0.466 1.590 -4.116 -2.420 2.819 -0.867